A:
{"formula": "C7H14S", "method": "ωB97M-V with the def2-TZVPD basis set", "multiplicity": 1, "smiles": "C[C@@H]1CCCS1.[H][H].C#C", "elements": ["C", "C", "C", "C", "C", "S", "H", "H", "H", "H", "H", "H", "H", "H", "H", "H", "H", "H", "C", "C", "H", "H"], "xyz": [[1.19, -2.73, 0.30], [1.05, -1.49, -0.53], [1.70, -0.40, 0.31], [0.75, 0.85, 0.16], [-0.64, 0.39, 0.37], [-0.71, -0.95, -0.85], [0.69, -3.53, -0.14], [0.80, -2.60, 1.28], [2.19, -2.96, 0.43], [1.49, -1.54, -1.49], [1.82, -0.67, 1.37], [2.66, -0.09, -0.13], [1.05, 1.64, 0.87], [0.87, 1.22, -0.84], [-0.75, -0.21, 1.20], [-1.40, 1.10, 0.22], [3.11, 3.55, -3.72], [3.54, 3.89, -3.18], [-4.44, 0.26, 0.13], [-5.02, -0.69, 0.62], [-3.89, 1.09, -0.16], [-5.64, -1.50, 0.82]], "mulliken_charge": [-1.566, 0.218, -0.861, -0.672, -0.514, -0.176, 0.407, 0.403, 0.425, 0.399, 0.350, 0.291, 0.351, 0.347, 0.283, 0.300, -0.003, 0.003, -0.441, -0.406, 0.467, 0.397]}


B:
{"formula": "C7H14S", "method": "ωB97M-V with the def2-TZVPD basis set", "multiplicity": 1, "smiles": "C[C@H](S)[C@]1(C)C[C@@H]1C", "elements": ["C", "C", "S", "C", "C", "C", "C", "C", "H", "H", "H", "H", "H", "H", "H", "H", "H", "H", "H", "H", "H", "H"], "xyz": [[0.94, -1.69, -0.47], [1.24, -0.25, -0.47], [2.95, 0.04, 0.39], [0.09, 0.70, 0.00], [0.31, 1.95, -0.87], [-0.45, 0.72, 1.38], [-1.33, 0.35, 0.24], [-2.05, -0.94, 0.11], [1.69, -2.25, -0.94], [0.69, -2.40, 0.54], [0.02, -1.88, -1.13], [1.43, 0.07, -1.54], [2.71, -0.39, 1.72], [0.05, 1.85, -2.01], [1.38, 2.36, -0.67], [-0.29, 2.69, -0.34], [-0.73, 1.71, 1.97], [0.09, 0.07, 2.12], [-1.86, 1.22, -0.02], [-3.25, -1.05, 0.28], [-2.08, -1.15, -1.04], [-1.56, -1.72, 0.76]], "mulliken_charge": [-1.364, -0.107, -0.181, 1.300, -1.733, -0.782, -0.081, -1.316, 0.448, 0.200, 0.271, 0.367, 0.125, 0.278, 0.315, 0.508, 0.188, 0.241, 0.516, 0.306, 0.256, 0.244]}


Going by the energies, B is most stable and the next is 67.8 kJ/mol up.


A:
{"formula": "C3H5N2O2", "method": "ωB97M-V with the def2-TZVPD basis set", "multiplicity": 3, "charge": 1, "elements": ["C", "C", "C", "N", "N", "O", "O", "H", "H", "H", "H", "H"], "xyz": [[1.09, -0.45, -0.11], [2.50, -0.26, -0.40], [-1.25, 0.28, 0.30], [-0.16, 0.97, -0.26], [0.29, -1.41, 0.09], [3.40, -0.03, 0.33], [-1.06, -1.11, 0.10], [2.78, -0.29, -1.47], [-1.55, 0.61, 1.42], [-2.22, 0.66, -0.13], [0.19, 1.76, 0.25], [0.55, -2.35, -0.05]], "mulliken_charge": [0.455, -0.247, -0.155, -0.209, 0.146, -0.344, -0.230, 0.335, 0.299, 0.333, 0.322, 0.295]}


B:
{"formula": "C3H5N2O2", "method": "ωB97M-V with the def2-TZVPD basis set", "multiplicity": 3, "charge": 1, "elements": ["C", "C", "C", "N", "N", "O", "O", "H", "H", "H", "H", "H"], "xyz": [[0.30, -1.21, -0.15], [1.85, 0.56, -0.16], [-0.50, 0.97, 0.34], [1.55, -0.69, -0.09], [-0.67, -0.31, 0.02], [2.58, 1.47, -0.10], [-1.25, 1.78, -0.37], [0.10, -2.29, -0.35], [-0.08, 1.50, 1.14], [2.30, -1.39, -0.04], [-1.67, -0.61, -0.29], [-1.07, 2.60, -0.05]], "mulliken_charge": [-0.084, 0.324, -0.086, -0.126, -0.207, -0.293, -0.372, 0.402, 0.475, 0.275, 0.328, 0.364]}


Going by the energies, B is most stable and the next is 409.1 kJ/mol up.


A:
{"formula": "C3H15NO3", "method": "ωB97M-V with the def2-TZVPD basis set", "multiplicity": 1, "smiles": "CC(C)N.O.O.O", "elements": ["C", "C", "C", "N", "H", "H", "H", "H", "H", "H", "H", "H", "H", "O", "H", "H", "O", "H", "H", "O", "H", "H"], "xyz": [[-2.27, 0.91, 0.67], [-1.86, -0.57, 0.63], [-2.61, -1.39, -0.46], [-0.40, -0.76, 0.48], [-3.26, 1.04, 0.29], [-2.28, 1.47, 1.63], [-1.49, 1.42, 0.08], [-2.14, -1.13, 1.55], [-2.08, -2.36, -0.49], [-3.69, -1.55, -0.35], [-2.45, -1.05, -1.52], [0.09, -0.25, 1.23], [0.02, -0.40, -0.35], [3.49, 3.26, 1.08], [4.42, 3.07, 1.01], [3.47, 3.95, 1.76], [1.39, -3.11, -4.69], [1.37, -2.32, -4.10], [2.36, -3.52, -4.59], [2.61, 0.84, 1.74], [2.69, 0.61, 2.67], [2.62, 1.84, 1.73]], "mulliken_charge": [-1.206, 0.628, -1.364, -0.692, 0.358, 0.293, 0.288, 0.202, 0.384, 0.357, 0.309, 0.239, 0.216, -0.695, 0.337, 0.339, -0.661, 0.326, 0.335, -0.666, 0.303, 0.371]}


B:
{"formula": "C3H15NO3", "method": "ωB97M-V with the def2-TZVPD basis set", "multiplicity": 1, "smiles": "CC(C)N.O.O.O", "elements": ["C", "C", "C", "N", "H", "H", "H", "H", "H", "H", "H", "H", "H", "O", "H", "H", "O", "H", "H", "O", "H", "H"], "xyz": [[0.36, 1.13, -2.06], [0.27, 0.73, -0.59], [1.58, 0.13, -0.11], [-0.13, 1.82, 0.29], [0.69, 0.26, -2.64], [-0.57, 1.54, -2.45], [1.18, 1.84, -2.16], [-0.48, -0.06, -0.55], [1.47, -0.21, 0.89], [1.97, -0.67, -0.74], [2.36, 0.87, -0.18], [-1.03, 2.18, -0.01], [0.54, 2.58, 0.31], [-1.35, -2.15, 1.49], [-2.20, -2.43, 1.84], [-1.24, -1.25, 1.85], [-0.97, 0.36, 2.54], [-0.61, 0.84, 1.76], [-0.36, 0.45, 3.28], [-0.44, -2.38, -1.19], [-0.63, -2.28, -0.25], [-0.40, -3.34, -1.31]], "mulliken_charge": [-1.610, 0.676, -1.419, -0.626, 0.350, 0.383, 0.367, 0.205, 0.346, 0.376, 0.434, 0.247, 0.239, -0.694, 0.311, 0.406, -0.783, 0.432, 0.309, -0.617, 0.356, 0.312]}


C:
{"formula": "C3H15NO3", "method": "ωB97M-V with the def2-TZVPD basis set", "multiplicity": 1, "smiles": "CC(C)N.O.O.O", "elements": ["C", "C", "C", "N", "H", "H", "H", "H", "H", "H", "H", "H", "H", "O", "H", "H", "O", "H", "H", "O", "H", "H"], "xyz": [[1.07, 2.02, -1.44], [0.71, 0.67, -0.83], [1.50, 0.66, 0.50], [-0.77, 0.49, -0.65], [2.15, 2.09, -1.37], [0.79, 2.10, -2.49], [0.67, 2.83, -0.81], [0.99, -0.22, -1.42], [1.33, -0.21, 1.13], [2.55, 0.66, 0.28], [1.21, 1.54, 1.11], [-1.00, 0.06, -1.54], [-1.22, 1.17, -0.01], [0.03, -2.59, 1.22], [-0.70, -3.02, 0.76], [-0.23, -1.67, 1.36], [-2.04, 2.50, -3.05], [-1.09, 2.35, -3.10], [-2.34, 1.58, -3.07], [-1.60, -4.34, 4.62], [-0.81, -4.81, 4.90], [-1.21, -3.85, 3.87]], "mulliken_charge": [-1.291, 0.364, -1.332, -0.470, 0.417, 0.297, 0.332, 0.286, 0.249, 0.407, 0.308, 0.217, 0.245, -0.664, 0.321, 0.327, -0.630, 0.301, 0.311, -0.645, 0.317, 0.332]}


Going by the energies, B is most stable and the next is 134.4 kJ/mol up.


A:
{"formula": "C6H14O2", "method": "ωB97M-V with the def2-TZVPD basis set", "multiplicity": 1, "smiles": "C=C(C)C(=C)C.O.O", "elements": ["C", "C", "C", "C", "C", "C", "H", "H", "H", "H", "H", "H", "H", "H", "H", "H", "O", "H", "H", "O", "H", "H"], "xyz": [[-2.19, -0.82, 1.59], [-0.83, -0.70, 1.38], [0.03, -1.92, 1.30], [-0.27, 0.63, 1.23], [0.72, 1.09, 1.98], [-0.96, 1.54, 0.20], [-2.85, -0.06, 1.32], [-2.58, -1.79, 1.72], [0.88, -1.81, 0.62], [-0.70, -2.75, 1.09], [0.43, -2.01, 2.35], [1.16, 2.15, 1.84], [1.16, 0.73, 2.90], [-1.65, 2.20, 0.67], [-1.42, 0.86, -0.50], [-0.35, 2.21, -0.45], [1.31, -1.33, -2.93], [1.05, -0.85, -3.84], [0.62, -2.08, -3.02], [2.04, 1.52, -3.54], [2.48, 0.90, -3.04], [1.91, 2.29, -2.87]], "mulliken_charge": [-1.063, 0.600, -1.144, 0.776, -0.925, -1.438, 0.343, 0.327, 0.316, 0.349, 0.252, 0.235, 0.293, 0.329, 0.410, 0.337, -0.637, 0.336, 0.299, -0.638, 0.324, 0.317]}


B:
{"formula": "C6H14O2", "method": "ωB97M-V with the def2-TZVPD basis set", "multiplicity": 1, "smiles": "C=C/C(C)=C/C.O.O", "elements": ["C", "C", "C", "C", "C", "C", "H", "H", "H", "H", "H", "H", "H", "H", "H", "H", "O", "H", "H", "O", "H", "H"], "xyz": [[2.19, -1.36, 1.21], [0.91, -1.65, 1.48], [-0.27, -1.33, 0.63], [-1.58, -1.91, 1.09], [-0.19, -0.43, -0.35], [-1.21, 0.18, -1.27], [2.42, -1.04, 0.20], [2.97, -1.48, 1.95], [0.67, -2.05, 2.46], [-2.31, -1.59, 0.34], [-1.81, -1.54, 2.09], [-1.67, -3.00, 1.11], [0.80, -0.08, -0.60], [-1.41, -0.50, -2.12], [-0.92, 1.11, -1.74], [-2.18, 0.07, -0.77], [-0.54, 3.84, -1.77], [0.17, 3.20, -1.85], [-1.05, 3.67, -0.97], [1.58, 2.35, -0.42], [2.36, 1.97, 0.00], [1.08, 1.57, -0.72]], "mulliken_charge": [-0.821, -0.253, 0.942, -1.318, -0.016, -1.030, 0.314, 0.261, 0.295, 0.329, 0.304, 0.323, 0.066, 0.276, 0.176, 0.245, -0.624, 0.273, 0.324, -0.676, 0.312, 0.295]}


Going by the energies, B is most stable and the next is 78.2 kJ/mol up.


A:
{"formula": "C6H14O2", "method": "ωB97M-V with the def2-TZVPD basis set", "multiplicity": 1, "smiles": "C=CC(=C)CC.O.O", "elements": ["C", "C", "C", "C", "C", "C", "H", "H", "H", "H", "H", "H", "H", "H", "H", "H", "O", "H", "H", "O", "H", "H"], "xyz": [[0.62, -1.36, 1.94], [1.04, -0.98, 0.74], [0.17, -0.97, -0.47], [0.76, -1.30, -1.62], [-1.32, -0.79, -0.40], [-1.79, 0.53, -0.99], [1.12, -1.13, 2.87], [-0.37, -1.79, 2.06], [1.99, -0.48, 0.57], [1.83, -1.23, -1.78], [0.17, -1.56, -2.49], [-1.79, -1.62, -0.96], [-1.76, -1.04, 0.57], [-1.52, 0.58, -2.05], [-1.21, 1.37, -0.59], [-2.86, 0.68, -0.88], [0.20, 1.88, 1.75], [-0.12, 0.98, 1.81], [0.74, 2.10, 2.52], [1.72, 2.11, -0.74], [0.91, 2.28, -0.24], [1.46, 1.72, -1.59]], "mulliken_charge": [-0.694, -0.463, 0.943, -0.992, -0.780, -1.037, 0.351, 0.294, 0.183, 0.321, 0.310, 0.409, 0.302, 0.290, 0.184, 0.395, -0.628, 0.342, 0.290, -0.631, 0.302, 0.309]}


B:
{"formula": "C6H14O2", "method": "ωB97M-V with the def2-TZVPD basis set", "multiplicity": 1, "elements": ["C", "C", "C", "C", "H", "H", "H", "H", "H", "H", "H", "H", "H", "H", "C", "C", "O", "O", "H", "H", "H", "H"], "xyz": [[-1.56, -0.27, 0.22], [-1.30, -0.02, -1.23], [-0.81, 1.14, 1.21], [-1.04, -1.56, 0.76], [-2.60, -0.08, 0.50], [-1.56, -2.39, 0.28], [-1.94, 0.75, -1.64], [-1.39, -0.94, -1.82], [-0.26, 0.30, -1.36], [-1.52, 1.91, 0.90], [-1.17, 0.83, 2.19], [0.02, 1.84, 1.36], [0.02, -1.68, 0.52], [-1.19, -1.64, 1.84], [1.95, 0.39, 0.28], [2.08, -0.41, -0.95], [2.39, 0.28, -2.10], [1.83, -1.59, -1.04], [2.58, 1.20, -1.90], [2.59, -0.02, 1.06], [0.69, 0.52, 0.77], [2.19, 1.44, 0.18]], "mulliken_charge": [0.193, -0.920, -1.321, -1.196, 0.417, 0.410, 0.363, 0.354, 0.097, 0.435, 0.288, 0.419, 0.247, 0.322, -0.554, 0.584, -0.470, -0.549, 0.315, 0.294, -0.210, 0.483]}


Going by the energies, A is most stable and the next is 108.2 kJ/mol up.


A:
{"formula": "C5H9NO2S", "method": "ωB97M-V with the def2-TZVPD basis set", "multiplicity": 1, "elements": ["C", "C", "C", "C", "C", "N", "O", "O", "S", "H", "H", "H", "H", "H", "H", "H", "H", "H"], "xyz": [[-2.57, 0.12, 0.51], [-1.74, -1.16, 0.42], [-1.91, 1.16, -0.37], [3.06, 0.54, 0.19], [-0.68, 0.98, -0.82], [3.15, -0.71, -0.31], [0.51, -1.35, -0.99], [2.01, 1.13, 0.25], [-0.01, -0.45, 0.07], [-3.72, 0.07, 0.41], [-2.34, 0.54, 1.47], [-1.64, -1.60, 1.47], [-1.81, -1.98, -0.30], [-2.48, 2.19, -0.47], [3.89, 1.05, 0.62], [-0.05, 1.82, -1.16], [3.99, -1.17, -0.33], [2.33, -1.17, -0.65]], "mulliken_charge": [-0.460, -0.590, -0.255, 0.062, -0.347, -0.238, -0.768, -0.566, 0.499, 0.325, 0.250, 0.269, 0.332, 0.251, 0.437, 0.402, 0.154, 0.243]}


B:
{"formula": "C5H9NO2S", "method": "ωB97M-V with the def2-TZVPD basis set", "multiplicity": 1, "elements": ["C", "C", "C", "C", "C", "N", "O", "O", "S", "H", "H", "H", "H", "H", "H", "H", "H", "H"], "xyz": [[0.93, 0.54, 1.18], [-1.03, 1.05, -0.19], [-1.16, -0.20, -1.26], [0.84, -1.65, -0.63], [-0.42, 0.53, 1.02], [0.15, -0.82, -1.55], [1.50, 1.40, 0.23], [1.67, 0.05, 2.05], [-1.52, -0.50, 2.00], [-0.38, 1.78, -0.71], [-1.97, 1.52, -0.16], [-1.71, -0.91, -0.65], [-1.56, 0.30, -2.12], [1.91, -1.73, -0.62], [0.28, -2.09, 0.22], [0.71, -0.15, -2.10], [2.41, 1.59, 0.48], [-0.64, -0.74, 2.81]], "mulliken_charge": [0.385, -0.807, -0.785, -0.578, 0.172, -0.159, -0.490, -0.703, -0.153, 0.351, 0.482, 0.423, 0.409, 0.360, 0.324, 0.298, 0.330, 0.140]}


Going by the energies, A is most stable and the next is 115.8 kJ/mol up.